{"formula": "C31H33MgN7OS2", "method": "wB97M-V/def2-TZVPD", "species": ["Mg", "C", "C", "N", "N", "C", "N", "S", "C", "C", "C", "C", "C", "N", "H", "H", "H", "H", "H", "H", "H", "H", "H", "H", "N", "S", "C", "C", "C", "C", "C", "C", "C", "C", "C", "C", "C", "C", "H", "H", "H", "H", "H", "H", "H", "H", "H", "H", "H", "C", "N", "N", "C", "O", "C", "C", "C", "C", "C", "C", "C", "C", "C", "H", "H", "H", "H", "H", "H", "H", "H", "H", "H", "H", "H"], "coordinates": [[0.41472, 0.86656, -1.62967], [-0.66148, 5.00796, -1.29607], [-0.46598, 3.58706, -1.73007], [0.65802, 2.97996, -1.80567], [1.83942, 3.54146, -1.56087], [2.97842, 2.78596, -1.59867], [4.13772, 3.45116, -1.48447], [2.93332, 1.13176, -1.70427], [-1.61108, 2.78996, -2.18637], [-2.87608, 3.33716, -2.40517], [-3.85898, 2.54396, -2.98077], [-3.55458, 1.23436, -3.31947], [-2.28088, 0.76336, -3.02787], [-1.34518, 1.51316, -2.47797], [0.22052, 5.41256, -0.79967], [-1.49638, 5.07306, -0.59917], [-0.89348, 5.63956, -2.15547], [1.92332, 4.55046, -1.42227], [4.19812, 4.45526, -1.56157], [4.99402, 2.92506, -1.56097], [-3.08848, 4.36486, -2.15247], [-4.83868, 2.95276, -3.17307], [-4.28828, 0.59976, -3.79297], [-1.98748, -0.24954, -3.26307], [0.19462, -1.02584, -2.12407], [0.26542, -1.97954, -0.84537], [1.51562, -3.22464, -1.22007], [1.35922, -4.07164, -2.30437], [2.31572, -5.04214, -2.53947], [3.40482, -5.16154, -1.69067], [3.55932, -4.29814, -0.61877], [2.61072, -3.31764, -0.37837], [-1.13588, -3.14024, -0.92197], [-1.20828, -4.08564, 0.08903], [-2.26708, -4.97694, 0.11203], [-3.24068, -4.92114, -0.87457], [-3.15358, -3.97974, -1.88647], [-2.10318, -3.07474, -1.90687], [0.28302, -1.53024, -2.99967], [0.49052, -3.99434, -2.94197], [2.20202, -5.72144, -3.36857], [4.13772, -5.93234, -1.86607], [4.40822, -4.40254, 0.03883], [2.70372, -2.63984, 0.45873], [-0.42968, -4.12294, 0.83683], [-2.33038, -5.71444, 0.89673], [-4.06608, -5.61654, -0.85937], [-3.90358, -3.95484, -2.66267], [-2.02998, -2.33024, -2.68727], [-0.91678, 1.37046, 4.74273], [-1.02488, 0.87866, 3.39473], [-0.03708, 1.07926, 2.46753], [-0.52578, 0.78366, 1.22133], [0.15362, 0.89836, 0.16333], [-1.85808, 0.37506, 1.41243], [-2.13558, 0.46186, 2.76073], [-3.39148, 0.16056, 3.48253], [1.31782, 1.27046, 2.82713], [2.06942, 2.23796, 2.17393], [3.40352, 2.39746, 2.50773], [3.97452, 1.61606, 3.49863], [3.21712, 0.66076, 4.15553], [1.88992, 0.47546, 3.81543], [-0.07268, 2.05666, 4.80653], [-0.77498, 0.56076, 5.46183], [-1.83318, 1.90186, 4.99963], [-2.51748, 0.04496, 0.63693], [-4.06198, -0.39724, 2.83553], [-3.89708, 1.07756, 3.78563], [-3.18428, -0.42464, 4.37583], [1.60402, 2.85926, 1.42313], [3.99712, 3.14276, 2.00223], [5.01182, 1.74476, 3.76063], [3.65512, 0.05306, 4.93183], [1.30412, -0.28444, 4.30933]], "lowdin_charge": [0.347, 0.015, -0.220, 0.015, 0.011, -0.816, 0.129, 0.777, -0.201, 0.028, -0.009, -0.003, -0.084, 0.057, 0.079, 0.101, 0.112, 0.161, 0.123, 0.115, 0.120, 0.126, 0.122, 0.094, -0.362, 1.088, -0.388, -0.070, -0.045, -0.048, -0.054, -0.078, -0.385, -0.079, -0.050, -0.055, -0.057, -0.085, 0.044, 0.115, 0.117, 0.117, 0.115, 0.110, 0.116, 0.116, 0.116, 0.114, 0.083, 0.020, -0.052, 0.071, -0.373, -0.118, 0.076, -0.237, 0.009, -0.194, -0.009, -0.060, -0.058, -0.051, -0.015, 0.107, 0.107, 0.105, 0.121, 0.095, 0.100, 0.098, 0.109, 0.106, 0.114, 0.117, 0.119], "e_tot_ev": -72266.295, "relative_energy_ev": 0.700, "fmax_ev_per_a": 1.80, "charge": 2}


{"formula": "C5H8NO", "method": "wB97M-V/def2-TZVPD", "species": ["C", "C", "C", "C", "C", "N", "O", "H", "H", "H", "H", "H", "H", "H", "H"], "coordinates": [[-0.16020, -0.49172, -0.37035], [1.06541, 1.10943, -0.16235], [-0.98072, 0.30033, 0.33856], [-2.41384, 0.65947, -0.00691], [2.20166, -1.15258, 0.23913], [1.17094, -0.12811, -0.08100], [1.19939, 2.19312, -0.37947], [-0.45611, -1.02533, -1.32146], [-0.69584, 0.75411, 1.31373], [-2.59654, 0.01878, -0.95311], [-2.51880, 1.68700, -0.16245], [-3.08071, 0.36697, 0.73632], [2.45426, -1.79120, -0.64518], [1.65851, -1.82523, 0.88601], [3.15258, -0.67502, 0.56852]], "nbo_charge": [-0.055, 0.966, -0.106, -0.640, -0.413, -0.424, -0.311, 0.266, 0.236, 0.221, 0.252, 0.252, 0.252, 0.243, 0.261], "e_tot_ev": -8842.475, "relative_energy_ev": 2.286, "fmax_ev_per_a": 4.89, "charge": 1}


{"formula": "C6H16N", "method": "wB97M-V/def2-TZVPD", "species": ["C", "C", "C", "C", "C", "C", "N", "H", "H", "H", "H", "H", "H", "H", "H", "H", "H", "H", "H", "H", "H", "H", "H"], "coordinates": [[2.23093, 1.66194, 1.56257], [1.91164, 0.20992, 1.57685], [1.26815, -0.29317, 0.19377], [0.09573, 0.67895, -0.14204], [-0.92257, 0.21005, -1.14940], [-2.12922, -0.60430, -0.56856], [-2.24392, -1.88462, -1.41743], [2.75675, 2.07392, 2.42084], [2.75988, 1.86746, 0.60819], [1.34533, 2.31016, 1.46053], [1.13457, 0.07672, 2.35593], [2.78234, -0.44269, 1.63670], [1.99868, -0.45416, -0.59479], [0.60119, -1.16178, 0.42389], [-0.43295, 0.93606, 0.78441], [0.47285, 1.64304, -0.48366], [-1.40615, 1.09362, -1.59668], [-0.39946, -0.38324, -1.93089], [-3.01862, -0.02632, -0.76522], [-1.95360, -0.96813, 0.43498], [-3.10037, -2.33090, -1.07930], [-2.29630, -1.68914, -2.41842], [-1.45487, -2.52339, -1.31229]], "nbo_charge": [-0.620, -0.390, -0.386, -0.413, -0.424, -0.210, -0.676, 0.236, 0.202, 0.201, 0.198, 0.220, 0.221, 0.170, 0.205, 0.227, 0.236, 0.203, 0.237, 0.231, 0.445, 0.443, 0.444], "e_tot_ev": -7964.314, "relative_energy_ev": 1.118, "fmax_ev_per_a": 3.48, "smiles": "CCCCCC[NH3+]", "charge": 1}